# 1
This record from OMol25 describes a cluster of 2 separate species, C17H15N2OS in total. The level of theory is the ωB97M-V functional and the def2-TZVPD basis.

Values from the calculation:
**Frontier orbital gap**: 4.696 eV
**Largest force on an atom**: 4.04 eV/A
**Net charge**: +1

Last columns: bonded neighbours and bond lengths (Å).
CARTESIAN COORDINATES (ANGSTROEM)
1 C -0.97 -0.73 -2.62  C2 1.486, H10 1.090, H11 1.091, H12 1.091
2 C -0.18 0.53 -2.53  C1 1.486, C3 1.488, C4 1.398
3 C -0.96 1.74 -2.18  C2 1.488, H13 1.088, H14 1.091, H15 1.092
4 C 1.22 0.51 -2.56  C2 1.398, C5 1.430, C9 1.429
5 C 1.99 1.72 -2.66  C4 1.430, C6 1.370, H16 1.076
6 C 3.36 1.68 -2.61  C5 1.370, C7 1.388, H17 1.079
7 C 4.03 0.48 -2.44  C6 1.388, C8 1.388, H18 1.078
8 C 3.32 -0.71 -2.36  C7 1.388, C9 1.370, H19 1.079
9 C 1.95 -0.71 -2.43  C4 1.429, C8 1.370, H20 1.076
10 H -0.46 -1.49 -3.21  C1 1.090
11 H -1.19 -1.13 -1.63  C1 1.091
12 H -1.92 -0.53 -3.12  C1 1.091
13 H -0.40 2.67 -2.34  C3 1.088
14 H -1.87 1.80 -2.77  C3 1.091
15 H -1.24 1.71 -1.13  C3 1.092
16 H 1.49 2.65 -2.83  C5 1.076
17 H 3.92 2.60 -2.69  C6 1.079
18 H 5.10 0.47 -2.38  C7 1.078
19 H 3.85 -1.64 -2.22  C8 1.079
20 H 1.41 -1.63 -2.33  C9 1.076
21 O 1.25 -0.17 2.47  C22 1.232
22 C 0.05 0.11 2.48  O21 1.232, C23 1.468, C30 1.415
23 C -0.98 -0.75 3.07  C22 1.468, C24 1.393, C28 1.390
24 C -2.27 -0.23 2.97  C23 1.393, C25 1.384, S29 1.756
25 C -3.34 -0.93 3.49  C24 1.384, C26 1.377, H33 1.076
26 C -3.11 -2.14 4.11  C25 1.377, C27 1.390, H34 1.077
27 C -1.83 -2.66 4.20  C26 1.390, C28 1.375, H35 1.076
28 C -0.75 -1.97 3.69  C23 1.390, C27 1.375, H36 1.079
29 S -2.23 1.31 2.13  C24 1.756, C30 1.727
30 C -0.51 1.29 1.92  C22 1.415, S29 1.727, N31 1.323
31 N 0.18 2.24 1.33  C30 1.323, N32 1.160
32 N 0.78 3.08 0.80  N31 1.160
33 H -4.33 -0.52 3.42  C25 1.076
34 H -3.94 -2.70 4.52  C26 1.077
35 H -1.66 -3.61 4.69  C27 1.076
36 H 0.26 -2.35 3.75  C28 1.079

Results of the Mulliken charge analysis, in e, for atoms 1 through 6: -1.44, 1.45, -1.09, 0.49, -0.16, -0.85

# 2
This record from OMol25 describes the molecule C2H3NO2. The level of theory is the ωB97M-V functional and the def2-TZVPD basis.

Values from the calculation:
**SMILES**: [H]/N=C/OC=O
**Frontier orbital gap**: 11.550 eV
**Largest force on an atom**: 0.77 eV/A

Last columns: bonded neighbours and bond lengths (Å).
CARTESIAN COORDINATES (ANGSTROEM)
1 H -0.33 -1.60 1.38  N2 1.008
2 N -0.28 -0.93 0.62  H1 1.008, C3 1.264
3 C 0.65 -0.08 0.69  N2 1.264, O4 1.347, H7 1.091
4 O 0.70 0.84 -0.29  C3 1.347, C5 1.422
5 C -0.45 0.62 -1.08  O4 1.422, O6 1.185, H8 1.097
6 O -0.38 0.16 -2.18  C5 1.185
7 H 1.45 0.03 1.43  C3 1.091
8 H -1.36 0.96 -0.57  C5 1.097

Results of the Mulliken charge analysis, in e, for atoms 1 through 6: 0.22, -0.56, 0.10, -0.33, 0.29, -0.41

Calculated relative energy (zero: lowest compared OMol25 entry of this formula, charge and spin) in order - 4.2, 24.6 kcal/mol
Calculated DFT total energy in order - -1239.4165, -283.2188 hartree